11
Properties=species:S:1:pos:R:3:forces:R:3:nbo_charge:R:1 method="wB97M-V/def2-TZVPD" spin_multiplicity=1 smiles="O/C=C1/C=NC=N1" energy_ha=-339.5339 lumo_ev=-0.168 total_charge=0 homo_lumo_gap_ev=9.31
O -2.4959 -0.3972 0.0113 -0.6 0.2 0.1 -0.6083
C -1.4990 0.4677 -0.0163 0.7 0.8 0.0 0.2810
C -0.1880 0.1627 -0.0528 -0.3 -0.4 0.3 -0.0881
C 0.8857 1.1373 0.0010 0.7 -0.5 -0.3 0.0557
N 2.0230 0.4879 0.0297 -0.5 0.3 0.0 -0.4675
C 1.6378 -0.8665 0.0050 0.2 0.1 0.3 0.2055
N 0.3698 -1.1272 -0.0176 0.2 0.6 -0.3 -0.4379
H -3.3181 0.1029 0.1567 0.3 -0.5 -0.2 0.4922
H -1.7287 1.5360 0.0057 -0.2 -0.2 0.0 0.1725
H 0.8332 2.2342 -0.0115 -0.1 -0.6 0.1 0.2058
H 2.4125 -1.6274 0.0537 -0.2 0.1 -0.1 0.1890

17
Properties=species:S:1:pos:R:3:forces:R:3:nbo_charge:R:1 method="wB97M-V/def2-TZVPD" spin_multiplicity=1 smiles=NCCCO.O energy_ha=-326.0620 lumo_ev=0.855 total_charge=0 homo_lumo_gap_ev=9.73
N -1.6397 1.9085 -0.0174 -0.7 3.1 0.8 -0.8727
C -0.2936 1.5086 -0.2700 0.5 0.7 -1.0 -0.1898
C 0.0776 0.1272 0.3544 0.5 1.2 -0.9 -0.4620
C 1.3795 -0.2211 -0.3886 1.3 -2.5 -1.1 -0.0869
O 1.0023 -1.3460 -1.2470 1.0 -1.1 1.4 -0.7612
H -2.3513 1.2518 -0.2532 -0.3 -0.2 -0.3 0.3689
H -1.8953 2.9388 -0.2189 0.6 -2.7 0.3 0.3746
H -0.1414 1.3937 -1.4085 0.2 0.0 1.3 0.1385
H 0.4360 2.3906 0.0368 -1.3 -2.0 -0.3 0.1968
H -0.6718 -0.7189 0.2575 0.7 1.4 -0.8 0.2368
H 0.2093 0.0772 1.4211 0.3 0.9 0.6 0.2119
H 2.1820 -0.6070 0.3012 -0.9 0.1 -0.5 0.1784
H 2.0082 0.3869 -1.1347 -1.6 0.6 1.6 0.1968
H 0.6771 -1.0607 -2.0807 -0.4 0.7 -0.9 0.4672
O -0.7409 -2.8479 1.5949 3.6 1.5 0.4 -0.9380
H -0.2198 -2.6090 0.7597 -1.2 -0.7 1.3 0.4767
H -0.0181 -2.5727 2.2932 -2.3 -0.9 -1.8 0.4641

49
Properties=species:S:1:pos:R:3:forces:R:3:nbo_charge:R:1 method="wB97M-V/def2-TZVPD" spin_multiplicity=1 energy_ha=-2166.9736 lumo_ev=-10.745 total_charge=+3 homo_lumo_gap_ev=5.80
C 0.4339 -3.9123 -5.0551 -0.4 0.4 -0.4 -0.8380
C 0.8900 -3.8051 -3.7094 2.2 -0.8 4.4 0.9928
H 0.8108 -4.8443 -5.5421 -0.1 0.4 0.5 0.3833
H 0.7925 -3.0050 -5.5954 -0.1 -0.5 0.2 0.3572
H -0.6807 -3.8991 -5.0247 0.5 -0.1 -0.1 0.3570
O 1.3021 -3.7958 -2.6271 -2.0 0.2 -4.9 -0.2510
I -1.4347 0.3724 -3.1392 0.3 -0.8 -0.5 -0.0507
Zr -0.3259 0.0201 -0.7571 -1.2 3.3 1.3 1.3379
P -2.1973 -1.4654 0.3293 -2.0 -1.4 1.3 0.7530
C -2.1242 -2.3116 1.9574 0.7 0.0 -0.1 -0.9140
C -3.7117 -0.4535 0.5462 0.2 0.6 -0.3 -0.8937
H -4.5805 -1.1212 0.4864 0.2 0.2 0.1 0.2706
H -3.9018 -3.0113 -0.4083 0.4 0.0 -0.2 0.2810
H -3.7664 0.2955 -0.2539 -0.2 -0.1 0.3 0.2645
H -2.8066 -2.5173 -1.7599 -0.3 -0.2 0.2 0.2457
H -1.8672 -1.6247 2.7748 -0.1 -0.3 -0.3 0.2557
H -3.6982 0.0551 1.5182 0.1 0.0 -0.3 0.2718
C -2.8597 -2.8196 -0.7074 0.5 0.0 -0.4 -0.9102
H -3.1095 -2.7554 2.1549 0.2 0.1 -0.1 0.2837
H -2.2491 -3.7203 -0.5606 -0.2 0.1 -0.1 0.2510
H -1.3699 -3.1095 1.9118 -0.2 0.1 0.2 0.2538
P 2.0562 1.0340 -1.2739 2.2 1.4 -0.2 0.7618
C 3.5421 0.9528 -0.1982 -0.1 -0.6 0.2 -0.9184
C 2.7734 0.6278 -2.8938 -0.3 -0.5 -0.2 -0.9179
H 0.9032 3.0973 -1.8506 0.4 0.2 0.1 0.2636
H 2.6829 3.2196 -2.1034 -0.3 -0.1 0.3 0.2705
H 1.9930 3.3411 -0.4391 -0.2 -0.2 -0.4 0.2718
C 1.8908 2.8626 -1.4259 -0.7 0.0 0.0 -0.8906
H 1.9594 0.4906 -3.6111 0.2 0.1 -0.1 0.2487
H 3.4282 1.4512 -3.2097 -0.1 -0.3 0.1 0.2813
H 4.3481 1.5359 -0.6708 -0.3 -0.2 0.1 0.2862
H 3.8672 -0.0945 -0.1067 0.1 0.3 0.1 0.2535
H 3.3388 -0.3067 -2.8170 0.0 0.2 -0.1 0.2502
H 3.3489 1.3588 0.8047 0.1 -0.1 -0.4 0.2510
Cl -1.3566 2.0879 -0.2238 0.9 -1.3 0.2 -0.2896
N 0.6331 0.0757 1.6290 0.2 -1.0 -0.7 -0.8972
C 0.2806 1.1823 2.5163 -0.2 0.6 0.0 0.0902
C -0.9301 1.1670 3.1993 0.1 -0.3 -0.1 -0.2045
C -1.2382 2.2118 4.0683 0.3 0.3 0.0 -0.1798
C -0.3496 3.2877 4.1985 0.2 -0.2 -0.3 -0.1788
C 0.8424 3.3250 3.4532 -0.5 -0.1 0.3 -0.1497
C 1.1513 2.2675 2.6048 -0.2 -0.3 0.1 -0.2596
H 0.3944 -0.8169 2.0829 0.0 0.4 0.0 0.4088
H 1.6581 0.0305 1.5667 -0.4 0.1 0.1 0.4092
H -1.6192 0.3229 3.0624 0.3 0.5 0.2 0.1876
H -2.1647 2.1880 4.6457 0.3 0.0 -0.2 0.2491
H -0.5867 4.1052 4.8738 0.0 -0.2 -0.1 0.2539
H 1.5288 4.1659 3.5477 -0.2 -0.2 0.0 0.2487
H 2.0784 2.2573 2.0319 -0.2 0.1 0.2 0.1983

21
Properties=species:S:1:pos:R:3:forces:R:3:nbo_charge:R:1 method="wB97M-V/def2-TZVPD" spin_multiplicity=1 smiles="C=N/C=C/C.O.O.O" energy_ha=-440.6214 lumo_ev=0.392 total_charge=0 homo_lumo_gap_ev=9.18
C -1.1658 -1.9504 0.9880 0.4 0.2 0.0 -0.0092
N -1.1521 -0.6936 0.9785 -0.2 0.0 0.3 -0.4417
C -0.2757 0.1498 1.6724 0.4 0.6 0.2 -0.0652
C 0.9714 0.4219 1.2864 -0.6 -0.8 0.3 -0.2104
C 1.7579 1.5865 1.7849 0.6 -0.5 0.6 -0.6455
H -0.5402 -2.6301 1.5723 0.2 0.3 0.1 0.1604
H -1.8532 -2.3974 0.3068 -0.6 -0.6 -0.3 0.1702
H -0.7276 0.7580 2.4534 -0.3 0.0 -0.3 0.1951
H 1.4116 -0.3224 0.6216 0.2 0.5 -0.3 0.1932
H 1.1362 2.3846 2.1831 -0.1 0.0 -0.1 0.2130
H 2.3853 1.9695 0.9979 0.1 0.3 -0.4 0.2383
H 2.4534 1.2772 2.5756 -0.1 0.0 0.0 0.2125
O -0.3507 -2.0168 -2.7066 -0.5 0.4 -0.2 -0.9424
H -1.2479 -2.0334 -2.3411 0.2 -0.2 0.3 0.4829
H -0.4425 -1.2050 -3.2230 0.4 -0.2 -0.1 0.4581
O -2.4517 -0.2662 -1.5385 -0.1 0.4 0.1 -0.9738
H -2.0674 0.5518 -1.8771 -0.1 -0.1 0.0 0.4639
H -2.3818 -0.1463 -0.5713 0.3 -0.3 -0.2 0.4975
O 1.8256 1.7097 -1.5393 -0.4 -0.2 -0.3 -0.9338
H 1.5598 0.7822 -1.4920 0.2 0.0 0.2 0.4722
H 1.1553 2.0704 -2.1322 0.2 0.2 0.1 0.4647

19
Properties=species:S:1:pos:R:3:forces:R:3:nbo_charge:R:1 method="wB97M-V/def2-TZVPD" spin_multiplicity=1 smiles="[H]/N=C(/C)N.NCC=O" energy_ha=-398.4749 lumo_ev=0.804 total_charge=0 homo_lumo_gap_ev=8.95
H 1.0953 -0.5824 1.8884 0.2 0.2 0.0 0.3464
N 0.8163 -0.9384 0.9778 0.5 0.6 -0.6 -0.7418
C 1.2681 -0.2485 -0.0217 1.4 -1.3 0.8 0.4907
C 1.0500 -0.7597 -1.4129 -0.4 0.3 -0.1 -0.6923
N 2.2033 0.7469 0.1006 -0.3 0.1 -0.1 -0.8043
H 1.9980 -1.0958 -1.8345 0.0 0.0 0.1 0.2387
H 0.3437 -1.5854 -1.3983 0.0 0.0 0.0 0.2468
H 0.6530 0.0382 -2.0422 0.0 0.0 -0.1 0.2367
H 2.2660 1.2252 0.9870 0.0 0.0 -0.1 0.3886
H 2.3471 1.3386 -0.7023 -0.1 0.0 0.0 0.3973
N -1.8598 -1.0786 0.8147 2.3 -1.0 1.3 -0.8893
C -2.0232 0.0280 -0.0420 1.9 1.9 -0.2 -0.3000
C -0.9485 1.2440 0.2342 -2.7 -0.5 -0.2 0.4212
O -0.5649 2.0262 -0.5934 0.4 -0.2 0.0 -0.5614
H -2.2297 -0.8604 1.7362 -0.1 -0.1 -0.1 0.3392
H -0.7030 -1.2399 0.9640 -3.3 0.2 -0.5 0.4044
H -1.8844 -0.2572 -1.0866 -0.2 0.2 -0.1 0.1861
H -2.9765 0.5500 0.1009 0.0 -0.1 -0.2 0.2066
H -0.8508 1.4489 1.3302 0.5 -0.2 -0.1 0.0863

53
Properties=species:S:1:pos:R:3:forces:R:3:nbo_charge:R:1 method="wB97M-V/def2-TZVPD" spin_multiplicity=1 smiles="CCC(C)(C)c1nnc(NC(=O)[C@H]2CC(=O)N(CCc3ccc(F)cc3)C2)s1" energy_ha=-1644.7181 lumo_ev=0.202 total_charge=0 homo_lumo_gap_ev=8.88
C -4.7704 0.8470 4.5186 -0.1 0.1 -0.1 -0.6125
C -5.2612 1.7209 3.3709 0.1 -0.2 0.0 -0.3825
C -5.5343 0.9606 2.0604 -0.4 0.3 0.1 -0.1232
C -6.0672 1.9511 1.0113 0.0 -0.1 0.1 -0.5870
C -6.5571 -0.1609 2.2589 0.2 0.1 0.0 -0.6064
C -4.2590 0.4008 1.5265 -0.1 -0.6 -0.5 0.1152
N -3.0848 0.8162 1.8152 -0.9 0.9 0.9 -0.2695
N -2.0928 0.2084 1.1781 1.3 -0.6 -0.8 -0.3341
C -2.4882 -0.7113 0.3657 -1.2 0.3 0.3 0.2366
N -1.7063 -1.5029 -0.4213 -0.3 -0.6 -0.6 -0.6333
C -0.3304 -1.6415 -0.4775 0.1 0.2 0.3 0.7139
O 0.1352 -2.4138 -1.2786 0.1 -0.1 -0.2 -0.5773
C 0.4790 -0.7827 0.4625 0.3 -0.2 0.1 -0.3370
C 1.9028 -1.3087 0.6428 0.0 -0.1 -0.1 -0.4968
C 2.7968 -0.0850 0.5610 -0.1 -0.4 0.3 0.7003
O 3.9727 -0.0262 0.8359 0.3 -0.1 0.1 -0.6199
N 2.0408 0.9533 0.1347 -0.3 0.2 -0.1 -0.4456
C 2.6124 2.2135 -0.2558 0.1 0.2 -0.1 -0.2076
C 2.9055 2.2714 -1.7683 0.0 -0.1 0.3 -0.4267
C 3.8240 1.1435 -2.1438 -0.1 0.1 -0.2 -0.0321
C 3.3123 -0.0763 -2.5671 0.1 0.1 0.0 -0.2076
C 4.1481 -1.1463 -2.8305 0.2 -0.2 0.0 -0.2674
C 5.5089 -0.9790 -2.6637 -0.1 0.1 0.0 0.3905
F 6.3346 -2.0166 -2.9226 0.0 0.1 0.0 -0.3275
C 6.0500 0.2237 -2.2492 0.1 -0.2 0.0 -0.2674
C 5.1979 1.2792 -1.9881 -0.1 -0.1 -0.1 -0.1721
C 0.6645 0.6300 -0.1369 -0.2 0.2 -0.1 -0.1923
S -4.2409 -0.8971 0.3266 0.7 0.3 0.3 0.3025
H -5.5239 0.1237 4.8189 -0.1 -0.1 0.1 0.1983
H -3.8644 0.3188 4.2347 0.1 -0.1 0.1 0.2162
H -4.5419 1.4716 5.3784 0.0 0.0 0.1 0.2166
H -4.5095 2.4841 3.1669 -0.1 0.1 0.0 0.2227
H -6.1848 2.2217 3.6683 0.0 0.1 -0.1 0.2034
H -5.3576 2.7611 0.8592 0.1 0.1 0.0 0.2192
H -6.2335 1.4498 0.0596 0.0 0.0 -0.1 0.2079
H -7.0106 2.3728 1.3487 -0.1 0.1 0.0 0.2140
H -7.4500 0.2338 2.7370 -0.1 0.0 0.0 0.2209
H -6.8414 -0.5898 1.2994 -0.1 -0.1 -0.1 0.2091
H -6.1509 -0.9554 2.8797 0.0 -0.1 0.1 0.2192
H -2.2011 -2.1165 -1.0598 0.2 0.1 0.1 0.4210
H -0.0415 -0.7001 1.4174 0.1 0.0 -0.1 0.2596
H 2.0516 -1.8397 1.5806 0.0 0.0 0.0 0.2374
H 2.1719 -1.9807 -0.1761 0.0 0.0 0.1 0.2592
H 3.5508 2.3118 0.2957 -0.1 0.1 0.0 0.2344
H 1.9325 3.0212 0.0307 0.1 0.0 0.0 0.1993
H 1.9694 2.2022 -2.3254 0.0 0.1 -0.1 0.2054
H 3.3688 3.2333 -1.9915 -0.1 0.0 -0.1 0.2194
H 2.2471 -0.2032 -2.6961 -0.1 0.0 0.0 0.2109
H 3.7550 -2.0981 -3.1512 0.0 -0.1 0.0 0.2300
H 7.1170 0.3179 -2.1254 0.1 0.0 0.0 0.2281
H 5.6060 2.2206 -1.6515 0.1 0.1 0.0 0.2097
H -0.0069 1.3510 0.3378 0.0 -0.1 -0.1 0.2248
H 0.4663 0.6298 -1.2173 0.0 0.0 0.0 0.1802

8
Properties=species:S:1:pos:R:3:forces:R:3:nbo_charge:R:1 method="wB97M-V/def2-TZVPD" spin_multiplicity=1 smiles=ClCCCl energy_ha=-998.9920 lumo_ev=1.028 total_charge=0 homo_lumo_gap_ev=12.01
Cl -1.6763 1.2909 -0.3401 -0.1 0.1 0.0 -0.0645
C -0.1843 0.3588 -0.6384 0.0 -0.1 0.1 -0.3778
C 0.1913 -0.3629 0.6353 -0.1 0.1 -0.1 -0.3834
Cl 1.7168 -1.2413 0.3819 0.1 -0.1 0.0 -0.0601
H 0.5852 1.0570 -0.9514 0.0 0.0 0.0 0.2220
H -0.3934 -0.3498 -1.4345 0.0 0.0 0.0 0.2208
H -0.5751 -1.0878 0.8933 0.0 0.0 0.1 0.2210
H 0.3358 0.3350 1.4540 0.0 0.0 0.0 0.2221

18
Properties=species:S:1:pos:R:3:forces:R:3:nbo_charge:R:1 method="wB97M-V/def2-TZVPD" spin_multiplicity=2 s_squared=0.750 energy_ha=-289.4300 lumo_ev="0.923 / 0.633" total_charge=0 homo_lumo_gap_ev="3.90 / 11.48"
O 0.4168 1.2096 -1.9285 -0.1 -0.7 0.5 -0.7419
C 0.7745 -0.1300 -1.5392 0.0 -0.4 -2.0 -0.1867
C 0.0614 -0.7281 -0.3596 0.2 4.2 1.9 -0.0881
N 0.5411 0.3091 0.8056 -0.1 -1.0 -1.1 -0.7978
C -0.0832 0.1569 2.1398 0.6 1.3 0.6 -0.5405
C -1.4508 -0.4624 -0.3231 -0.2 -1.4 -0.3 -0.6448
H 0.9983 1.3804 -2.6848 -0.2 0.3 0.2 0.4771
H 1.8561 -0.1564 -1.4530 0.2 -0.3 0.7 0.1872
H 0.5634 -0.7836 -2.3895 -0.2 -0.2 -0.2 0.1716
H 0.5379 -1.6813 -0.1153 -0.6 -0.1 0.1 0.2391
H 1.6128 0.2537 0.8487 0.0 -0.1 0.4 0.1758
H 0.3311 1.2440 0.4245 0.1 0.0 0.0 0.4026
H 0.6415 0.5295 2.8699 0.6 -0.9 0.0 0.2264
H -0.3976 -0.8713 2.2716 -0.1 0.2 0.4 0.2173
H -0.8125 0.9519 2.3393 -0.7 -0.8 -0.8 0.2201
H -1.9349 -1.0667 -1.0882 -0.2 0.1 -0.2 0.2244
H -1.9119 -0.7316 0.6246 0.2 -0.4 0.1 0.2213
H -1.7440 0.5762 -0.4427 0.5 0.1 -0.5 0.2371